{"formula": "C36H34BCsN11S2Sb", "method": "wB97M-V/def2-TZVPD", "charge": -1, "energy_ev": -83709.435, "spin_multiplicity": 2, "de_lowest_ev": 0.0000, "e_lumo_ev": [1.99, 1.30], "s_squared": 0.778, "symbols": ["Cs", "C", "C", "C", "C", "C", "C", "N", "Sb", "C", "C", "C", "C", "C", "C", "N", "C", "C", "C", "C", "C", "C", "N", "H", "H", "H", "H", "H", "H", "H", "H", "H", "H", "H", "H", "H", "H", "H", "H", "H", "H", "C", "C", "N", "N", "C", "B", "N", "C", "C", "C", "N", "N", "C", "C", "C", "N", "N", "C", "C", "C", "N", "H", "H", "H", "H", "H", "H", "H", "H", "H", "H", "H", "H", "S", "C", "C", "C", "C", "C", "C", "S", "H", "H", "H", "H"], "coordinates": [[0.497, 0.782, -0.781], [-0.153, -4.410, -5.160], [-0.334, -3.749, -3.814], [0.497, -4.085, -2.699], [0.476, -3.312, -1.558], [-0.403, -2.283, -1.510], [-1.184, -2.047, -2.594], [-1.169, -2.721, -3.759], [-2.834, -0.711, -2.846], [-2.723, 0.468, -1.074], [-2.698, 1.836, -1.225], [-2.859, 2.548, -0.012], [-3.088, 1.862, 1.187], [-2.988, 0.478, 1.211], [-3.235, -0.194, 2.477], [-2.812, -0.193, 0.047], [-1.748, 0.717, -4.072], [-2.351, 1.643, -4.872], [-1.546, 2.276, -5.821], [-0.155, 1.942, -5.845], [0.327, 1.067, -4.924], [1.828, 0.818, -4.742], [-0.454, 0.476, -4.039], [-0.023, -5.482, -5.174], [-0.983, -4.164, -5.782], [0.786, -4.092, -5.605], [1.233, -4.871, -2.771], [1.258, -3.561, -0.793], [-0.625, -1.834, -0.568], [-2.457, 2.337, -2.116], [-2.595, 3.627, 0.039], [-3.140, 2.455, 2.123], [-2.294, -0.289, 3.006], [-3.886, 0.431, 3.077], [-3.614, -1.181, 2.285], [-3.403, 1.843, -4.881], [-1.953, 3.022, -6.450], [0.520, 2.405, -6.540], [2.346, 0.634, -5.600], [2.200, 1.727, -4.269], [1.978, -0.029, -4.101], [3.882, -0.271, 0.358], [3.323, -1.410, -0.191], [2.344, -1.923, 0.602], [2.300, -1.139, 1.669], [3.226, -0.158, 1.603], [1.318, -1.329, 2.808], [0.297, -2.387, 2.456], [0.042, -3.530, 3.173], [-1.024, -4.143, 2.584], [-1.439, -3.287, 1.532], [-0.639, -2.209, 1.516], [0.645, -0.007, 3.256], [0.356, 0.302, 4.512], [-0.165, 1.610, 4.447], [-0.245, 1.917, 3.098], [0.249, 0.906, 2.332], [2.181, -1.857, 4.117], [3.326, -2.584, 3.887], [3.575, -3.297, 5.067], [2.505, -2.956, 5.956], [1.628, -2.129, 5.384], [4.654, 0.335, -0.089], [3.670, -1.953, -1.007], [3.190, 0.573, 2.397], [0.664, -3.718, 4.049], [-1.451, -5.051, 2.926], [-2.342, -3.381, 0.889], [0.631, -0.374, 5.376], [-0.488, 2.170, 5.312], [-0.585, 2.872, 2.673], [3.843, -2.419, 2.952], [4.398, -4.003, 5.300], [2.464, -3.365, 6.994], [2.531, 3.877, -0.081], [0.997, 4.507, 0.039], [0.696, 5.230, 1.333], [-0.482, 5.887, 1.528], [-1.499, 5.868, 0.470], [-1.237, 5.257, -0.699], [-0.066, 4.426, -1.046], [0.086, 3.693, -2.519], [1.452, 5.071, 2.144], [-0.720, 6.396, 2.495], [-2.352, 6.578, 0.446], [-1.980, 5.223, -1.506]], "forces_ev_per_a": [[0.46, 0.14, 0.27], [0.46, -0.16, 0.47], [1.39, -0.49, 0.53], [-0.33, 0.38, -1.23], [2.32, -2.07, -0.06], [-1.00, 0.43, 0.82], [-1.62, 0.69, -1.15], [0.57, -0.55, 0.32], [-0.26, 0.06, 0.01], [-0.01, -0.02, -1.83], [-0.46, 0.64, 3.12], [0.85, 0.34, -0.17], [0.91, 1.25, -0.37], [-0.63, 1.00, -1.77], [0.55, -0.57, 0.45], [-0.53, -0.71, 2.15], [-0.67, -1.40, 1.32], [0.59, 0.78, -1.70], [1.81, -1.02, 1.16], [-2.18, 1.21, -0.82], [1.74, -0.50, 0.63], [-2.20, 1.04, 1.89], [0.28, -0.40, 0.09], [-0.30, -0.52, 0.56], [-0.46, 0.30, -0.59], [0.01, 0.56, -0.19], [-0.09, -0.27, -0.21], [-1.33, 0.56, -0.34], [0.13, 0.65, 0.39], [0.12, 0.47, -1.06], [-0.87, -0.91, -0.14], [-0.18, -0.61, -0.64], [0.30, -0.17, 0.28], [-0.27, -0.20, 0.19], [-0.32, -0.44, 0.22], [-0.46, -0.05, 0.28], [-0.23, 0.57, -0.72], [0.08, 0.19, -0.26], [1.27, -0.26, -2.62], [0.35, -0.06, 0.14], [-0.03, -0.35, 0.55], [-0.17, 0.35, 1.53], [-1.40, -0.36, 1.90], [0.97, -0.36, -1.26], [0.50, 0.92, -0.15], [-0.24, 0.55, -0.88], [0.01, -0.08, 1.83], [-0.96, -1.08, 0.92], [1.06, 0.96, -0.32], [-0.33, 0.16, -0.18], [0.22, 0.45, 0.68], [-0.41, -0.33, -0.71], [0.47, -1.52, -1.61], [0.14, 1.39, 1.22], [-0.27, -1.09, 1.02], [0.32, 0.06, -0.89], [-0.18, 1.09, 1.64], [-0.57, -0.76, -0.59], [-1.10, 0.36, 2.04], [0.18, -0.09, -0.12], [0.89, -0.55, -0.56], [1.70, -0.29, -0.99], [-0.02, 0.10, 0.29], [0.12, -0.71, -1.52], [0.44, 0.18, -0.20], [-0.46, -0.37, -0.49], [-0.42, -0.59, 0.04], [1.06, 0.25, 0.41], [-0.53, 1.08, -1.42], [-0.02, 0.17, -0.22], [0.19, -0.71, -0.05], [0.07, -0.44, 0.21], [-0.68, 0.77, -0.32], [-0.52, 0.71, -1.00], [0.38, -0.50, -0.31], [-1.43, 0.62, 0.42], [-0.08, -1.17, -0.90], [-0.88, 0.06, 0.14], [0.97, 1.61, 0.50], [0.34, -1.76, -1.75], [0.68, 2.12, 3.33], [0.05, -0.31, -0.71], [-0.73, 0.47, -0.94], [0.33, -0.50, -0.96], [0.43, -0.78, 0.60], [0.11, 0.43, 0.33]], "lowdin_spin": [0.011, 0.000, 0.000, 0.000, 0.000, 0.000, 0.000, 0.000, 0.000, 0.000, 0.003, 0.000, 0.001, 0.000, 0.000, 0.000, 0.003, 0.000, 0.000, 0.000, 0.000, 0.000, 0.003, 0.000, 0.000, 0.000, 0.000, 0.000, 0.000, 0.003, 0.001, 0.000, 0.000, 0.000, 0.000, 0.000, 0.000, 0.000, 0.000, 0.000, 0.000, 0.001, 0.000, 0.000, 0.000, 0.001, 0.000, 0.000, 0.000, 0.000, 0.000, 0.000, 0.000, 0.000, 0.000, 0.000, 0.000, 0.000, 0.000, 0.000, 0.000, 0.000, 0.000, 0.000, 0.000, 0.000, 0.000, 0.000, 0.000, 0.000, 0.000, 0.000, 0.000, 0.000, 0.352, 0.094, 0.028, 0.021, 0.064, 0.011, 0.119, 0.279, -0.001, 0.001, 0.004, -0.002]}